1.
{"formula": "C3H7N4P", "method": "ωB97M-V/def2-TZVPD", "total_charge": 0, "e_above_lowest_ev": 0.0000, "multiplicity": 3, "e_tot_ha": -678.6833, "homo_ev": [-7.489, -9.030], "orbital_gap_ev": [8.4, 6.4], "symbols": ["C", "C", "C", "N", "N", "N", "N", "P", "H", "H", "H", "H", "H", "H", "H"], "positions_angstrom": [[0.550, 0.004, 0.574], [-0.431, 1.106, -1.528], [-1.433, -1.061, -0.581], [1.656, 0.671, 0.652], [0.287, -0.872, 1.662], [1.030, -0.647, 2.628], [-0.271, -0.256, -0.943], [2.188, 0.589, 2.209], [-0.996, 1.122, -2.528], [-1.042, 1.738, -0.890], [0.519, 1.551, -1.523], [-1.602, -1.049, 0.456], [-2.297, -0.534, -1.077], [-1.306, -2.049, -0.951], [3.151, -0.314, 1.842]]}

2.
{"formula": "ClH18O13", "method": "ωB97M-V/def2-TZVPD", "total_charge": -1, "e_above_lowest_ev": 1.3768, "e_tot_ha": -1448.9257, "homo_ev": -7.776, "orbital_gap_ev": 10.7, "symbols": ["Cl", "O", "O", "O", "O", "O", "H", "H", "O", "H", "H", "O", "H", "H", "O", "H", "H", "O", "H", "H", "O", "H", "H", "O", "H", "H", "O", "H", "H", "O", "H", "H"], "positions_angstrom": [[-0.088, -0.739, 0.959], [0.153, 0.442, 0.083], [0.946, -1.817, 0.667], [-0.019, -0.281, 2.370], [-1.401, -1.369, 0.769], [0.613, -0.994, -2.372], [-0.174, -0.463, -2.428], [0.588, -1.609, -1.630], [-4.460, -0.057, 0.146], [-3.713, -0.633, 0.097], [-4.528, 0.405, -0.655], [3.715, -1.051, -0.283], [3.664, -0.591, -1.090], [2.891, -0.786, 0.104], [-0.596, 2.409, 1.970], [-1.511, 2.089, 1.996], [-0.158, 1.665, 2.424], [1.983, -3.250, -1.669], [1.473, -3.665, -1.031], [2.853, -3.126, -1.326], [2.834, 1.185, 1.688], [3.089, 0.599, 2.348], [1.901, 1.033, 1.502], [-1.926, 2.081, -0.858], [-2.332, 2.193, -0.002], [-1.122, 1.619, -0.680], [-2.849, -1.934, -1.332], [-2.205, -2.001, -0.643], [-2.477, -1.258, -1.935], [1.312, 3.119, 0.274], [1.040, 3.975, -0.098], [0.504, 2.812, 0.635]]}

3.
{"formula": "C5H6N2O", "method": "ωB97M-V/def2-TZVPD", "total_charge": 0, "e_above_lowest_ev": 7.6936, "e_tot_ha": -378.5882, "homo_ev": -9.047, "orbital_gap_ev": 9.0, "symbols": ["C", "C", "C", "C", "C", "H", "H", "H", "H", "H", "H", "N", "N", "O"], "positions_angstrom": [[-1.711, 1.341, -0.015], [-1.289, -0.042, 0.389], [0.740, -0.098, 0.844], [1.110, -0.934, -1.044], [0.170, -0.213, -0.342], [-2.897, 1.860, 0.182], [-0.805, 2.037, 0.291], [-1.797, 1.449, -1.034], [-1.823, -1.123, 0.294], [3.314, -0.735, -0.360], [1.467, -1.405, -1.891], [1.867, -0.761, 1.129], [2.022, -1.314, -0.116], [-0.366, -0.062, 1.674]]}

4.
{"formula": "C2H2CuO2", "method": "ωB97M-V/def2-TZVPD", "total_charge": 0, "e_above_lowest_ev": 1.3300, "multiplicity": 2, "e_tot_ha": -1868.1551, "homo_ev": [-6.692, -7.502], "orbital_gap_ev": [4.5, 5.4], "symbols": ["O", "C", "C", "O", "H", "Cu", "H"], "positions_angstrom": [[1.739, -0.456, 0.394], [1.187, 0.400, -0.364], [-0.050, 1.019, -0.041], [-1.101, 0.319, 0.168], [-0.043, 2.080, 0.271], [-1.489, -1.704, -0.356], [2.129, 1.084, -0.047]]}

5.
{"formula": "C4H5F3NO3", "method": "ωB97M-V/def2-TZVPD", "total_charge": -1, "e_above_lowest_ev": 1.7011, "e_tot_ha": -735.5083, "homo_ev": [-3.426, -3.424], "orbital_gap_ev": [7.4, 7.4], "symbols": ["C", "C", "C", "C", "N", "O", "O", "O", "F", "F", "F", "H", "H", "H", "H", "H"], "positions_angstrom": [[0.494, 2.119, 0.190], [1.072, 0.924, -0.428], [-1.154, -0.166, -0.464], [-1.297, -0.258, -1.956], [-0.565, -1.280, 0.148], [0.321, 1.950, 1.540], [0.170, 3.123, -0.397], [1.536, 0.002, 0.359], [-1.420, 0.940, -2.482], [-2.404, -0.998, -2.403], [-0.192, -0.794, -2.517], [1.086, 0.741, -1.468], [-2.057, 0.138, 0.072], [-0.424, -2.146, -0.269], [0.342, -1.002, 0.571], [0.696, 1.083, 1.520]]}

6.
{"formula": "C35H55CaNO7SSi2Te", "method": "ωB97M-V/def2-TZVPD", "total_charge": 0, "e_above_lowest_ev": 0.5857, "e_tot_ha": -3871.1322, "homo_ev": -8.114, "orbital_gap_ev": 7.5, "symbols": ["Ca", "C", "C", "C", "C", "C", "C", "C", "C", "C", "H", "H", "H", "H", "H", "H", "H", "H", "H", "H", "H", "H", "C", "C", "C", "O", "C", "O", "O", "H", "H", "H", "H", "H", "H", "H", "C", "Si", "C", "C", "C", "Te", "C", "Si", "C", "C", "C", "H", "H", "H", "H", "H", "H", "H", "H", "H", "H", "H", "H", "H", "H", "H", "H", "H", "H", "H", "H", "H", "H", "N", "C", "C", "C", "C", "C", "C", "S", "O", "O", "O", "H", "H", "H", "H", "H", "H", "C", "C", "O", "C", "C", "C", "C", "C", "C", "H", "H", "H", "H", "H", "H", "H", "H"], "positions_angstrom": [[-0.270, 0.376, 0.659], [-2.159, -2.684, -1.715], [-2.310, -1.215, -1.987], [-3.277, -0.461, -1.321], [-3.590, 0.837, -1.737], [-4.766, 1.576, -1.159], [-2.845, 1.406, -2.764], [-1.825, 0.702, -3.396], [-1.035, 1.340, -4.506], [-1.583, -0.611, -3.011], [-2.574, -2.960, -0.744], [-1.119, -2.996, -1.733], [-2.696, -3.251, -2.480], [-3.863, -0.918, -0.528], [-5.577, 1.607, -1.888], [-4.510, 2.607, -0.915], [-5.151, 1.085, -0.265], [-3.069, 2.420, -3.080], [-1.626, 1.380, -5.423], [-0.125, 0.780, -4.715], [-0.760, 2.364, -4.252], [-0.830, -1.188, -3.536], [2.518, 1.292, 3.283], [2.269, -0.123, 2.781], [3.033, -1.159, 3.584], [0.842, -0.390, 2.854], [2.658, -0.210, 1.288], [3.829, -0.051, 0.992], [1.678, -0.434, 0.484], [2.212, 1.384, 4.328], [1.959, 2.016, 2.687], [3.579, 1.530, 3.205], [2.831, -1.042, 4.653], [4.100, -1.024, 3.416], [2.752, -2.167, 3.274], [0.649, -0.718, 3.738], [-0.802, -7.787, 2.002], [-1.011, -6.162, 1.099], [-1.907, -4.953, 2.222], [-2.029, -6.420, -0.451], [0.698, -5.522, 0.622], [0.975, -3.424, 0.935], [2.896, -3.371, -0.012], [2.922, -3.249, -1.886], [4.708, -3.373, -2.434], [2.212, -1.623, -2.471], [1.939, -4.658, -2.643], [-1.768, -8.210, 2.287], [-0.212, -7.654, 2.912], [-0.288, -8.520, 1.377], [-2.929, -5.297, 2.402], [-1.970, -3.957, 1.775], [-1.411, -4.857, 3.190], [-2.904, -7.040, -0.239], [-1.448, -6.922, -1.228], [-2.385, -5.474, -0.860], [0.880, -5.728, -0.435], [1.468, -6.031, 1.203], [3.399, -4.279, 0.326], [3.433, -2.525, 0.420], [5.297, -2.562, -2.001], [4.791, -3.306, -3.521], [5.158, -4.319, -2.123], [2.783, -0.787, -2.066], [1.180, -1.505, -2.140], [2.232, -1.574, -3.563], [2.339, -5.632, -2.350], [1.980, -4.600, -3.734], [0.887, -4.622, -2.351], [-1.622, 1.266, 2.642], [-1.896, 2.620, 2.244], [-1.031, 3.616, 2.658], [-1.160, 4.897, 2.153], [-2.148, 5.182, 1.231], [-3.063, 4.196, 0.868], [-2.937, 2.907, 1.367], [-2.179, 6.764, 0.389], [-3.566, 7.167, 0.415], [-1.688, 6.383, -0.942], [-1.243, 7.581, 1.136], [-2.452, 0.775, 2.953], [-0.963, 1.269, 3.413], [-0.229, 3.385, 3.352], [-0.478, 5.685, 2.445], [-3.861, 4.457, 0.184], [-3.634, 2.128, 1.075], [-0.350, 3.566, -1.709], [0.519, 3.452, -0.510], [0.526, 2.405, 0.156], [1.368, 4.593, -0.122], [0.998, 5.888, -0.485], [1.746, 6.963, -0.029], [2.876, 6.745, 0.743], [3.265, 5.450, 1.078], [2.506, 4.375, 0.659], [-0.853, 2.618, -1.907], [0.250, 3.868, -2.569], [-1.091, 4.367, -1.559], [0.093, 6.071, -1.055], [1.421, 7.969, -0.263], [3.461, 7.587, 1.090], [4.159, 5.286, 1.665], [2.797, 3.362, 0.903]]}

7.
{"formula": "C3H14O4", "method": "ωB97M-V/def2-TZVPD", "total_charge": 0, "e_above_lowest_ev": 0.5913, "smiles": "CCCO.O.O.O", "e_tot_ha": -423.6468, "homo_ev": -10.021, "orbital_gap_ev": 10.8, "symbols": ["C", "O", "C", "C", "H", "H", "H", "H", "H", "H", "H", "H", "H", "H", "O", "H", "H", "O", "H", "H", "O"], "positions_angstrom": [[-0.672, 0.113, -0.431], [0.088, 1.087, 0.317], [-1.576, -0.697, 0.495], [-2.869, -1.169, -0.142], [0.020, -0.546, -0.953], [-1.262, 0.767, -1.076], [0.350, 0.728, 1.157], [-1.854, -0.108, 1.369], [-0.920, -1.451, 0.928], [-3.308, -0.347, -0.707], [-3.591, -1.559, 0.575], [-2.728, -2.026, -0.805], [3.604, 0.973, 0.383], [2.634, 0.418, -0.619], [3.291, 0.132, 0.035], [1.772, 2.635, -2.362], [0.644, 1.896, -1.553], [1.515, 1.828, -1.910], [1.511, -1.508, 2.233], [2.041, -0.517, 1.211], [1.308, -0.648, 1.855]]}

8.
{"formula": "C19H38AsF4MgN2Si3", "method": "ωB97M-V/def2-TZVPD", "total_charge": 1, "e_tot_ha": -4560.0461, "homo_ev": -10.186, "orbital_gap_ev": 7.9, "symbols": ["Mg", "C", "N", "C", "C", "C", "N", "C", "C", "F", "C", "F", "C", "C", "F", "C", "F", "H", "H", "H", "H", "H", "H", "H", "H", "H", "H", "H", "C", "Si", "C", "C", "As", "Si", "C", "C", "C", "Si", "C", "C", "C", "H", "H", "H", "H", "H", "H", "H", "H", "H", "H", "H", "H", "H", "H", "H", "H", "H", "H", "H", "H", "H", "H", "H", "H", "H", "H", "H"], "positions_angstrom": [[-0.095, 1.338, 0.036], [-2.414, 1.589, 2.003], [-2.083, 2.080, 0.656], [-3.153, 1.705, -0.283], [-1.901, 3.554, 0.657], [-0.910, 3.946, -0.440], [0.333, 3.226, -0.191], [1.401, 3.774, 0.432], [2.389, 2.882, 0.888], [2.091, 1.534, 0.736], [3.565, 3.242, 1.496], [4.414, 2.280, 1.875], [3.857, 4.571, 1.718], [2.896, 5.486, 1.325], [3.114, 6.783, 1.535], [1.710, 5.121, 0.716], [0.844, 6.106, 0.402], [-3.300, 2.090, 2.406], [-1.579, 1.768, 2.681], [-2.613, 0.518, 1.965], [-4.133, 2.015, 0.094], [-3.159, 0.625, -0.432], [-2.991, 2.183, -1.249], [-1.468, 3.850, 1.614], [-2.863, 4.068, 0.546], [-0.815, 5.026, -0.483], [-1.296, 3.622, -1.413], [4.783, 4.884, 2.173], [-3.141, -2.082, 0.938], [-2.068, -2.455, -0.577], [-2.889, -1.860, -2.173], [-1.844, -4.323, -0.643], [-0.036, -1.164, -0.419], [1.188, -2.002, 1.463], [0.868, -3.847, 1.663], [0.490, -0.988, 2.897], [3.024, -1.661, 1.251], [1.145, -1.739, -2.427], [0.997, -3.592, -2.739], [0.330, -0.734, -3.798], [2.949, -1.243, -2.229], [-3.884, -2.873, 1.051], [-3.683, -1.140, 0.851], [-2.544, -2.058, 1.853], [-3.967, -2.031, -2.145], [-2.496, -2.406, -3.032], [-2.723, -0.795, -2.345], [-2.828, -4.785, -0.753], [-1.396, -4.724, 0.266], [-1.236, -4.643, -1.489], [-0.135, -4.049, 2.044], [1.583, -4.284, 2.363], [0.982, -4.363, 0.708], [-0.583, -1.148, 3.022], [0.664, 0.079, 2.727], [0.974, -1.246, 3.841], [3.492, -2.415, 0.618], [3.527, -1.685, 2.220], [3.211, -0.681, 0.811], [0.041, -3.848, -3.198], [1.099, -4.158, -1.812], [1.787, -3.923, -3.417], [-0.734, -0.959, -3.887], [0.795, -0.952, -4.761], [0.438, 0.338, -3.614], [3.503, -1.993, -1.664], [3.057, -0.283, -1.719], [3.422, -1.153, -3.209]]}

9.
{"formula": "C4H14NO4Si", "method": "ωB97M-V/def2-TZVPD", "total_charge": 1, "e_above_lowest_ev": 2.3584, "e_tot_ha": -805.7613, "homo_ev": [-10.993, -10.992], "orbital_gap_ev": [7.3, 7.3], "symbols": ["C", "C", "C", "C", "N", "O", "O", "O", "O", "Si", "H", "H", "H", "H", "H", "H", "H", "H", "H", "H", "H", "H", "H", "H"], "positions_angstrom": [[-0.381, 1.239, -0.891], [-0.675, 0.361, 1.271], [-2.311, -0.119, -0.393], [0.143, -1.081, -0.584], [-0.808, 0.034, -0.161], [-2.818, -0.993, 0.609], [4.388, -1.415, -0.184], [3.143, 0.195, 1.516], [3.021, 0.810, -0.962], [3.296, -0.342, 0.017], [-0.835, 1.251, -1.930], [-0.500, 2.163, -0.318], [0.668, 1.259, -0.961], [-0.843, -0.484, 1.942], [0.444, 0.569, 1.240], [-1.242, 1.251, 1.493], [-2.787, 0.839, -0.196], [-2.500, -0.469, -1.418], [0.156, -1.879, 0.139], [0.096, -1.177, -1.638], [-3.781, -0.790, 0.859], [4.785, -1.991, -0.784], [3.438, -0.277, 2.304], [2.930, 0.947, -1.955]]}

10.
{"formula": "C25H53N3O11P3S3", "method": "ωB97M-V/def2-TZVPD", "total_charge": -1, "e_tot_ha": -4194.6223, "homo_ev": -4.562, "orbital_gap_ev": 4.5, "symbols": ["C", "N", "C", "C", "O", "C", "C", "S", "C", "O", "P", "C", "C", "C", "S", "C", "S", "N", "C", "C", "N", "C", "O", "H", "H", "H", "H", "H", "H", "H", "H", "H", "H", "H", "H", "H", "H", "H", "H", "H", "H", "H", "H", "H", "H", "H", "O", "P", "O", "C", "C", "O", "C", "C", "O", "C", "C", "H", "H", "H", "H", "H", "H", "H", "H", "H", "H", "H", "H", "H", "H", "H", "O", "P", "O", "C", "C", "O", "C", "C", "O", "C", "C", "H", "H", "H", "H", "H", "H", "H", "H", "H", "H", "H", "H", "H", "H", "H"], "positions_angstrom": [[-4.869, 0.035, -1.285], [-3.474, 0.492, -1.549], [-2.641, -0.546, -2.222], [-3.438, 1.796, -2.278], [-3.637, 1.767, -3.518], [-3.175, 3.098, -1.393], [-2.064, 4.106, -1.978], [-2.784, 5.791, -1.458], [-0.643, 4.131, -1.131], [0.486, 4.075, -2.071], [-0.174, 3.039, -3.296], [1.287, 1.816, -3.421], [2.081, 1.543, -2.051], [1.294, 0.582, -1.016], [2.342, 0.286, 0.532], [1.485, 1.241, 1.893], [0.742, 0.490, 3.192], [1.492, 2.723, 1.722], [2.686, 3.300, 1.161], [2.303, 4.819, 1.101], [0.951, 4.926, 1.651], [0.420, 3.665, 2.062], [-1.681, 3.979, -3.372], [-5.667, 0.832, -1.530], [-4.953, -0.124, -0.141], [-5.121, -0.980, -1.755], [-3.205, -1.204, -2.970], [-2.244, -1.236, -1.380], [-1.733, -0.047, -2.702], [-4.187, 3.588, -1.196], [-2.776, 2.734, -0.372], [-2.790, 5.663, -0.057], [-0.625, 5.144, -0.606], [-0.501, 3.193, -0.492], [0.281, 3.899, -4.384], [-0.845, 2.211, -4.303], [-0.733, 2.077, -2.345], [0.847, 0.819, -3.816], [2.030, 2.186, -4.208], [3.038, 0.954, -2.341], [2.463, 2.490, -1.526], [0.257, 0.960, -0.735], [1.210, -0.461, -1.505], [3.663, 2.814, 0.841], [2.961, 5.657, 0.695], [-0.586, 3.424, 2.528], [9.670, 0.018, 1.831], [8.890, 1.334, 1.904], [7.686, 0.914, 0.843], [6.841, -0.186, 1.144], [5.757, 0.211, 2.126], [9.838, 2.187, 0.847], [11.187, 1.811, 0.605], [11.276, 0.927, -0.626], [8.068, 2.825, 2.125], [7.467, 3.099, 3.385], [8.250, 2.564, 4.566], [7.416, -1.033, 1.525], [6.379, -0.500, 0.204], [6.188, 0.407, 3.113], [5.015, -0.583, 2.232], [5.252, 1.125, 1.801], [11.626, 1.330, 1.482], [11.756, 2.729, 0.431], [10.608, 0.066, -0.557], [12.297, 0.565, -0.770], [10.974, 1.484, -1.516], [6.445, 2.710, 3.389], [7.392, 4.186, 3.470], [8.267, 1.468, 4.566], [7.800, 2.892, 5.506], [9.289, 2.908, 4.532], [-8.707, -5.910, 1.137], [-7.672, -5.127, 0.323], [-6.350, -6.033, 0.756], [-6.307, -7.412, 0.427], [-5.898, -7.616, -1.019], [-7.458, -3.892, 1.404], [-8.462, -3.570, 2.358], [-8.178, -4.263, 3.678], [-6.622, -4.218, -0.686], [-6.783, -4.314, -2.095], [-8.225, -4.453, -2.540], [-7.267, -7.895, 0.629], [-5.563, -7.874, 1.081], [-6.690, -7.276, -1.693], [-5.709, -8.672, -1.226], [-4.997, -7.043, -1.253], [-9.458, -3.811, 1.979], [-8.436, -2.487, 2.507], [-8.051, -5.340, 3.552], [-8.989, -4.088, 4.390], [-7.247, -3.889, 4.111], [-6.179, -5.144, -2.471], [-6.366, -3.399, -2.525], [-8.651, -5.407, -2.207], [-8.296, -4.417, -3.629], [-8.842, -3.653, -2.118]]}

11.
{"formula": "C5H7Cl3", "method": "ωB97M-V/def2-TZVPD", "total_charge": 0, "e_above_lowest_ev": 3.7302, "e_tot_ha": -1575.1365, "homo_ev": -8.632, "orbital_gap_ev": 8.2, "symbols": ["C", "C", "C", "C", "C", "Cl", "Cl", "Cl", "H", "H", "H", "H", "H", "H", "H"], "positions_angstrom": [[-1.667, 0.912, -0.035], [-1.072, -0.227, 0.095], [0.085, 1.772, -2.182], [1.335, -1.111, 0.753], [-0.018, -0.499, 1.138], [-1.333, -1.563, -1.039], [0.181, 0.533, -3.126], [1.447, 2.151, -1.254], [-2.529, 1.057, -0.641], [-1.333, 1.634, 0.717], [2.087, -0.802, 1.606], [1.766, -0.714, -0.116], [1.453, -2.194, 0.592], [0.145, 0.316, 1.722], [-0.547, -1.265, 1.771]]}